ORCA calculation (the ωB97M-V functional and the def2-TZVPD basis) on a gas-phase ion, C9H14NO2 (charge +1) in a non-equilibrium geometry.

XYZ file:
```
26
Properties=species:S:1:pos:R:3:forces:R:3:lowdin_charge:R:1
C -2.7336 1.5391 0.2023 0.1 0.5 0.6 0.012
N -2.1091 0.4928 -0.6559 5.3 4.0 2.4 0.113
C -1.3719 -0.5318 0.2244 0.2 0.9 1.7 -0.497
C -0.9104 -1.7186 -0.6297 -0.9 2.8 0.0 0.066
O -2.4203 -0.8263 1.1551 1.2 0.0 -1.5 0.054
O -0.3895 0.2045 0.9548 -0.1 -1.1 -1.0 -0.002
C 0.9719 0.1402 0.5342 -0.5 0.4 -0.9 -0.243
C 1.8219 -0.8743 0.9744 -2.8 -1.5 1.0 -0.033
C 3.0865 -0.8192 0.5734 2.1 1.1 -2.0 -0.080
C 3.6016 0.2056 -0.2550 -0.8 0.5 0.3 -0.037
C 2.7721 1.1928 -0.8017 -1.4 -1.9 2.0 -0.025
C 1.4131 1.1015 -0.3841 0.0 0.5 0.2 -0.014
H -3.0437 2.3420 -0.4268 -0.5 0.4 -0.6 0.098
H -3.5711 1.0743 0.6980 0.0 0.3 0.4 0.106
H -1.9699 1.9806 0.8640 -0.5 -0.7 0.0 0.123
H -2.8056 -0.0011 -1.0560 -2.6 -1.7 -3.0 0.124
H -1.3585 1.1196 -1.1903 -2.1 -2.6 0.3 0.239
H -0.4462 -2.3451 0.0486 1.1 -1.7 1.0 0.073
H -0.2559 -1.3956 -1.4389 0.0 -0.2 0.1 0.115
H -1.8341 -2.1156 -0.9765 -0.5 -0.8 -0.6 0.097
H -2.0701 -1.4018 1.8375 0.1 -0.2 0.3 0.132
H 1.4927 -1.8272 1.5043 0.1 1.7 -0.4 0.155
H 3.7340 -1.6351 0.7247 0.8 -0.8 0.7 0.106
H 4.6605 0.1909 -0.3396 0.7 0.2 -0.7 0.102
H 3.0237 2.0150 -1.4185 0.7 0.4 -0.5 0.099
H 0.7117 1.8928 -0.7223 0.4 -0.6 0.3 0.116
```
Forces are in eV/Å.

Values from the calculation:
E_tot, eV: -15137.326
LUMO, eV: -3.1
SMILES: C[NH2+][C@](C)(O)Oc1ccccc1
Spin multiplicity: 1
Net charge: +1
Orbital gap, Eh: 0.3502
Relative energy (zero: lowest compared OMol25 entry of this formula, charge and spin), kJ/mol: 0.00